1.
ORCA calculation (the ωB97M-V functional and the def2-TZVPD basis) on a structure of composition C3H3IO at a distorted geometry.

Structure (XYZ):
```
8
C3H3IO the ωB97M-V functional and the def2-TZVPD basis
C -0.56 0.39 0.07
C 0.62 0.55 0.70
C 0.27 0.42 -1.19
O 1.39 0.71 -0.37
I -0.30 1.78 -2.69
H -1.62 0.12 0.12
H 1.19 0.76 1.64
H 0.22 -1.11 -1.78
```

Computed properties:
Kohn-Sham gap: 9.27 eV
DFT total energy: -488.87410 Eh
2S+1: 1
HOMO level: -9.21 eV

Table of natural (NBO) atomic charges, one value per atom, all in e: atom 1 (C): -0.41, atom 2 (C): 0.15, atom 3 (C): -0.03, atom 4 (O): -0.53, atom 5 (I): 0.17, atom 6 (H): 0.24, atom 7 (H): 0.22, atom 8 (H): 0.19

---

2.
ORCA calculation (the ωB97M-V functional and the def2-TZVPD basis) on a cluster of 2 separate species, C3H3IO2 in total at a distorted geometry.

Structure (XYZ):
```
9
C3H3IO2 the ωB97M-V functional and the def2-TZVPD basis
C 0.41 -1.04 0.28
C 0.38 2.06 -0.38
C -0.38 -0.06 -0.11
O 1.45 2.44 -0.01
O 0.20 -2.42 0.45
I -2.35 0.01 -0.61
H 1.41 -0.87 0.57
H -0.33 2.57 -0.91
H -0.78 -2.69 0.70
```

Computed properties:
Kohn-Sham gap: 9.10 eV
DFT total energy: -564.13750 Eh
2S+1: 1
HOMO level: -8.88 eV

Here are the natural (NBO) charges for atoms 1 to 8, given in e: atom 1 (C): 0.05, atom 2 (C): 0.55, atom 3 (C): -0.44, atom 4 (O): -0.46, atom 5 (O): -0.70, atom 6 (I): 0.17, atom 7 (H): 0.20, atom 8 (H): 0.14

---

3.
ORCA calculation (the ωB97M-V functional and the def2-TZVPD basis) on a structure of composition C3H3IrO4 at a distorted geometry.

Structure (XYZ):
```
11
C3H3IrO4 the ωB97M-V functional and the def2-TZVPD basis
O -1.77 0.17 0.75
C -0.82 0.89 1.02
C 0.58 0.46 0.71
O 0.58 -0.79 0.11
Ir -1.17 -1.79 0.22
H -0.98 1.90 1.44
H 1.16 0.50 1.65
H 1.03 1.24 0.05
O -0.55 -1.40 -1.91
C 0.52 -0.85 -1.75
O 1.42 -0.31 -2.30
```

Computed properties:
Kohn-Sham gap (spin up / spin down): 7.95 / 8.08 eV
DFT total energy: -520.88731 Eh
2S+1: 6
HOMO level (spin up / spin down): -13.29 / -16.30 eV
Charge: +1
⟨S²⟩: 8.76

Here are the natural (NBO) charges for atoms 1 to 8, given in e: atom 1 (O): -0.57, atom 2 (C): 0.48, atom 3 (C): -0.22, atom 4 (O): -0.71, atom 5 (Ir): 1.31, atom 6 (H): 0.22, atom 7 (H): 0.27, atom 8 (H): 0.27

---

4.
ORCA calculation (the ωB97M-V functional and the def2-TZVPD basis) on a structure of composition C3H3KLiO4 at a distorted geometry.

Structure (XYZ):
```
12
C3H3KLiO4 the ωB97M-V functional and the def2-TZVPD basis
H -4.72 0.77 -0.40
O -2.98 -0.29 -0.92
O -1.91 1.91 0.25
C -3.71 0.85 -0.90
C -3.05 2.00 -0.19
H -3.97 1.27 -1.91
H -3.63 2.94 -0.07
O 2.66 0.40 -0.01
C 1.45 0.60 -0.01
O 0.54 -0.25 0.17
K 3.27 -2.14 0.64
Li -1.37 -0.06 -0.07
```

Computed properties:
Kohn-Sham gap (spin up / spin down): 5.84 / 5.76 eV
DFT total energy: -1024.56800 Eh
2S+1: 2
HOMO level (spin up / spin down): -7.13 / -7.22 eV
⟨S²⟩: 0.75

Here are the natural (NBO) charges for atoms 1 to 8, given in e: atom 1 (H): 0.15, atom 2 (O): -0.99, atom 3 (O): -0.63, atom 4 (C): -0.14, atom 5 (C): 0.42, atom 6 (H): 0.15, atom 7 (H): 0.10, atom 8 (O): -0.79

---

So what do the calculations give for ΔE to the lowest compared entry with this formula, charge and spin? Going down the list: 3.2085, 3.5733, 0.0000, 0.3165 eV.